The following is a quantum chemistry calculation of a structure of composition CH3O4PS, from OMol25.

Calculated values
Energy above the lowest of the compared OMol25 structures with the same formula, charge and spin ... 406.7 kJ/mol
LUMO level ... -0.021 eV

The geometry in ORCA input format:
```
! RIJCOSX wB97M-V def2-TZVPD def2/J DEFGRID3
* xyz 0 1
C 1.635 0.098 -0.211
O -2.357 1.289 0.043
O -1.734 0.455 -0.964
O -1.954 0.437 1.187
O 0.407 0.400 0.513
P -0.891 -0.382 0.308
S -0.804 -2.297 0.162
H 1.741 0.276 -1.305
H 1.644 -0.983 -0.039
H 2.313 0.706 0.306
*
```

=====

The following is a quantum chemistry calculation of a cluster of 2 separate species, CH3O4S in total, from OMol25.

Calculated values
Energy above the lowest of the compared OMol25 structures with the same formula, charge and spin ... 131.4 kJ/mol
LUMO level ... 3.940 eV

The geometry in ORCA input format:
```
! RIJCOSX wB97M-V def2-TZVPD def2/J DEFGRID3
* xyz -1 1
C -1.457 0.721 -0.118
O 1.184 0.531 1.178
O 2.121 -1.549 -0.080
O -2.431 -0.034 -0.072
O 0.126 -0.201 -0.885
S 1.429 0.086 -0.205
H -0.915 0.996 0.789
H -1.439 1.539 -0.872
H 1.383 -2.090 0.265
*
```

=====

The following is a quantum chemistry calculation of the molecule CH3O5PS, from OMol25.

Calculated values
Energy above the lowest of the compared OMol25 structures with the same formula, charge and spin ... 54.7 kJ/mol
LUMO level ... 0.217 eV

The geometry in ORCA input format:
```
! RIJCOSX wB97M-V def2-TZVPD def2/J DEFGRID3
* xyz 0 1
C 1.718 -0.057 -0.042
O -3.051 0.201 -0.028
O -1.648 2.122 0.138
O -0.022 -2.228 0.113
O -0.912 -0.081 1.210
O -0.789 0.030 -1.047
P 0.087 -0.810 0.047
S -1.751 0.715 0.108
H 2.361 -0.523 0.603
H 1.707 0.958 -0.014
H 2.300 -0.327 -1.089
*
```

=====

no.,M (g/mol),E (eV),HOMO-LUMO gap (eV)
1,142.07,-29395.3771,9.98
2,111.10,-20111.2645,8.52
3,158.07,-31447.7805,12.28